--- i ---
12
Properties=species:S:1:pos:R:3 method="wB97M-V/def2-TZVPD" e_homo_ev=-9.810 charge=0 spin_multiplicity=1 homo_lumo_gap_ev=10.66 mol_weight_g_mol=90.08
O 1.5994 0.5186 0.4848
C 0.7942 0.7578 -0.6011
C 0.1937 -0.2982 -1.4811
O -0.6025 -0.9411 -0.4737
C -0.6797 0.4878 -0.6524
O -0.4594 -0.9896 2.2981
H 1.1829 -0.1755 1.0275
H 1.1074 1.6593 -1.1304
H 0.1487 -0.5926 -2.5194
H -0.7616 -1.2668 1.4198
H -1.6166 0.9923 -0.8346
H -0.9064 -0.1519 2.4625

=====

--- ii ---
12
Properties=species:S:1:pos:R:3 method="wB97M-V/def2-TZVPD" e_homo_ev=-10.261 charge=0 spin_multiplicity=1 homo_lumo_gap_ev=11.08 mol_weight_g_mol=90.08
O -1.3445 1.1375 0.5487
C -1.2686 -0.2533 0.4001
C 0.1314 -0.8439 0.3491
O 0.9100 -0.5984 -0.8482
C 1.4744 0.5935 -0.9904
O 1.2283 1.5824 -0.3420
H -0.5140 1.5285 0.2339
H -1.8624 -0.5952 -0.4618
H -1.7152 -0.7134 1.2936
H 0.0580 -1.9336 0.3814
H 0.7089 -0.4909 1.2087
H 2.2264 0.5727 -1.7909

=====

Question: which arrangement is favored energetically? Ranking from most to least stable: ii, i.

=====

--- i ---
12
Properties=species:S:1:pos:R:3 method="wB97M-V/def2-TZVPD" e_homo_ev=-10.398 charge=0 spin_multiplicity=1 homo_lumo_gap_ev=11.27 mol_weight_g_mol=90.08
C 2.1284 -0.4323 -0.0001
O 0.8430 -0.8895 0.5526
C -0.1420 -0.0159 0.1841
O 0.1775 1.0388 -0.3063
C -1.7356 -0.1171 0.2556
O -2.3246 0.5879 -0.8131
H 2.0535 -0.4373 -1.0896
H 2.3677 0.5917 0.2963
H 2.9367 -1.0994 0.3097
H -2.1685 -1.1148 0.1708
H -2.0294 0.3573 1.2044
H -2.1068 1.5306 -0.7644

=====

--- ii ---
12
Properties=species:S:1:pos:R:3 method="wB97M-V/def2-TZVPD" e_homo_ev=-9.056 charge=0 spin_multiplicity=1 homo_lumo_gap_ev=9.72 mol_weight_g_mol=90.08
C 0.8801 2.1554 -1.4868
C 0.9834 2.3811 -0.1882
O 1.3543 1.4570 0.7451
H 0.7101 2.8612 -2.2747
H 1.2038 1.1957 -1.8913
H 0.7694 3.3130 0.2992
H 1.4911 0.6130 0.2946
O -0.1279 -2.4931 0.6476
C -1.1208 -2.9908 1.0844
O -2.3697 -2.5581 0.8888
H -1.1446 -3.8087 1.8215
H -2.6292 -2.1257 0.0597

=====

--- iii ---
12
Properties=species:S:1:pos:R:3 method="wB97M-V/def2-TZVPD" e_homo_ev=-8.319 charge=0 spin_multiplicity=1 homo_lumo_gap_ev=8.41 mol_weight_g_mol=90.08
C 0.8337 0.3815 -0.1804
C -1.2037 0.4506 -0.4352
C -0.0850 -0.2410 0.7903
O -0.1802 -1.6347 0.5919
O 1.6478 -0.3750 -0.8974
O -0.1578 0.2580 1.9559
H 0.3660 -2.0452 1.2825
H 2.3669 0.1551 -1.2841
H 1.0442 1.4441 -0.0773
H -1.2445 0.0035 -1.4302
H -2.0881 0.0677 0.0781
H -1.2991 1.5355 -0.3940

=====

--- iv ---
12
Properties=species:S:1:pos:R:3 method="wB97M-V/def2-TZVPD" e_homo_ev=-10.608 charge=0 spin_multiplicity=1 homo_lumo_gap_ev=10.74 mol_weight_g_mol=90.08
O -1.1385 1.1894 0.7206
C -1.0570 -0.1684 0.4009
C 0.3753 -0.7745 0.5702
O 0.6850 -0.2985 -2.0335
C 1.0205 0.5457 -1.2861
O 1.1066 1.6285 -0.8089
H -0.4822 1.6396 0.1681
H -1.4675 -0.3987 -0.5953
H -1.7310 -0.6894 1.1120
H 0.3182 -1.8553 0.3799
H 0.7880 -0.4880 1.5235
H 1.5829 -0.3304 -0.1514

=====

Question: which arrangement is favored energetically? Ranking from most to least stable: i, ii, iv, iii.

=====

--- i ---
12
Properties=species:S:1:pos:R:3 method="wB97M-V/def2-TZVPD" e_homo_ev="-6.770 / -6.777" charge=0 spin_multiplicity=1 homo_lumo_gap_ev="7.33 / 7.34" mol_weight_g_mol=90.08
O -1.3689 1.1967 1.1263
C -1.2530 0.4454 0.0311
C 0.5966 -1.3585 0.5775
O 1.3219 -1.0658 -0.5826
C 1.1705 0.1109 -1.0689
O 0.4273 0.9603 -0.4899
H -1.0879 2.0993 0.9154
H -1.5855 0.8525 -0.9167
H -1.5099 -0.5835 0.2362
H 0.8901 -2.3577 0.8790
H 0.7548 -0.5810 1.3294
H 1.6439 0.2813 -2.0367

=====

--- ii ---
12
Properties=species:S:1:pos:R:3 method="wB97M-V/def2-TZVPD" e_homo_ev=-10.355 charge=0 spin_multiplicity=1 homo_lumo_gap_ev=11.25 mol_weight_g_mol=90.08
C -0.0625 -0.3435 -1.8351
O -0.7347 0.1068 -0.6667
C -0.0533 -0.0166 0.5000
O 0.4462 -1.2871 0.7076
C -0.4354 0.8654 1.5891
O 0.8298 1.0004 0.8802
H 0.9071 0.1561 -1.9540
H 0.0749 -1.4289 -1.8151
H -0.7192 -0.0695 -2.6628
H -1.1148 1.6932 1.4020
H -0.3860 0.4979 2.6159
H 1.2478 -1.1742 1.2389

=====

Question: which arrangement is favored energetically? Ranking from most to least stable: ii, i.

=====

--- i ---
12
Properties=species:S:1:pos:R:3 method="wB97M-V/def2-TZVPD" e_homo_ev=-9.910 charge=0 spin_multiplicity=1 homo_lumo_gap_ev=10.76 mol_weight_g_mol=90.08
O -1.5253 -0.2829 -0.8814
C -0.2760 0.1943 -1.2028
C 0.3680 1.3849 -0.5584
O 0.3737 0.8659 0.7802
C 0.9202 0.0834 -0.3039
O -0.6066 -1.4515 2.0490
H -1.5941 -0.2919 0.0883
H -0.0733 0.0748 -2.2673
H 0.8099 2.3378 -0.8126
H -0.1384 -0.6059 2.0140
H 1.9268 -0.3091 -0.2843
H -0.1848 -1.9999 1.3792

=====

--- ii ---
12
Properties=species:S:1:pos:R:3 method="wB97M-V/def2-TZVPD" e_homo_ev=-9.031 charge=0 spin_multiplicity=1 homo_lumo_gap_ev=9.56 mol_weight_g_mol=90.08
O -1.9321 0.9400 -0.2625
C -1.8755 -0.2257 0.0729
C 1.1827 -0.7520 0.0975
O 1.0152 -0.9829 -1.2293
C 1.0537 0.4672 0.6263
O 0.8294 1.5343 -0.2257
H -0.1326 1.6736 -0.2981
H -1.3476 -0.9944 -0.5174
H -2.3300 -0.5812 1.0151
H 1.4172 -1.6466 0.6650
H 0.9289 -0.0991 -1.6296
H 1.1905 0.6668 1.6859

=====

--- iii ---
12
Properties=species:S:1:pos:R:3 method="wB97M-V/def2-TZVPD" e_homo_ev=-10.584 charge=0 spin_multiplicity=1 homo_lumo_gap_ev=11.38 mol_weight_g_mol=90.08
C 1.9684 -0.4617 -0.0214
O 0.7427 -0.3762 0.7083
C -0.1671 0.4551 0.1826
O 0.0861 1.4813 -0.4032
C -1.5637 -0.1224 0.2947
O -2.4028 0.4321 -0.6767
H 1.7507 -0.3640 -1.0900
H 2.6891 0.3015 0.2775
H 2.3490 -1.4605 0.1919
H -1.4655 -1.1994 0.1205
H -1.9526 0.0142 1.3155
H -2.0345 1.3001 -0.8997

=====

--- iv ---
12
Properties=species:S:1:pos:R:3 method="wB97M-V/def2-TZVPD" e_homo_ev=-10.379 charge=0 spin_multiplicity=1 homo_lumo_gap_ev=11.02 mol_weight_g_mol=90.08
O 1.8773 1.3756 -0.4064
C 0.6897 1.1795 -0.4857
O 0.0717 1.0987 -1.6960
C -0.2967 0.4494 0.4482
C 0.1476 -0.9963 0.3958
O -0.8265 -1.7485 1.1904
H 0.3755 1.7024 -2.3812
H -1.4083 0.5698 0.2256
H -0.1479 0.9081 1.4790
H 0.9626 -1.2354 1.1095
H 0.3126 -1.2738 -0.6524
H -1.7575 -2.0296 0.7731

=====

Question: which arrangement is favored energetically? Ranking from most to least stable: iii, iv, ii, i.

=====

--- i ---
9
Properties=species:S:1:pos:R:3 method="wB97M-V/def2-TZVPD" e_homo_ev=-8.287 charge=0 spin_multiplicity=1 homo_lumo_gap_ev=8.98 mol_weight_g_mol=71.15
C -0.4153 -0.8528 0.2152
C 0.1641 -0.3217 -1.0037
N -1.3833 -1.6126 0.3208
Si 0.3948 0.8273 0.5613
H 0.9148 -0.8994 -1.3785
H -0.5487 0.1290 -1.7231
H -1.9257 -1.5487 1.1893
H -0.6495 1.7617 0.9336
H 1.7610 0.8011 1.1136

=====

--- ii ---
9
Properties=species:S:1:pos:R:3 method="wB97M-V/def2-TZVPD" e_homo_ev=-8.629 charge=0 spin_multiplicity=1 homo_lumo_gap_ev=9.31 mol_weight_g_mol=71.15
C -2.3626 -0.3925 0.0617
C -1.2748 0.1154 0.0450
N -0.0474 0.6228 0.1138
Si 1.4706 -0.1853 -0.0153
H -3.3196 -0.8142 0.0299
H -0.0529 1.8103 -0.1251
H 1.1694 -1.6107 0.0476
H 2.2854 0.2769 1.1137
H 2.1319 0.1773 -1.2712

=====

--- iii ---
9
Properties=species:S:1:pos:R:3 method="wB97M-V/def2-TZVPD" e_homo_ev=-10.160 charge=0 spin_multiplicity=1 homo_lumo_gap_ev=10.79 mol_weight_g_mol=71.15
C 2.6590 -0.3584 0.4113
C 1.5882 0.0415 0.0385
N -1.1725 -0.8538 0.0535
Si -0.0399 0.6843 -0.4638
H 3.6208 -0.5066 0.7029
H -1.6403 -1.4254 -0.7426
H -2.0150 -0.3448 0.3150
H -0.3839 1.6166 0.6975
H 0.0474 1.2975 -1.7222

=====

Question: which arrangement is favored energetically? Ranking from most to least stable: iii, ii, i.

=====

--- i ---
19
Properties=species:S:1:pos:R:3 method="wB97M-V/def2-TZVPD" e_homo_ev=-9.428 charge=0 spin_multiplicity=1 homo_lumo_gap_ev=10.24 mol_weight_g_mol=108.14
N 1.6817 -0.9759 0.2696
C 0.5551 -0.2999 -0.3235
C 0.7231 0.1454 -1.7912
O -0.4737 -0.0459 -2.5329
C 0.2082 0.9296 0.5137
N -0.2995 0.5116 1.8552
H 2.6183 -0.8656 -0.0964
H 1.5012 -1.9655 0.4054
H -0.2893 -0.9774 -0.2923
H 1.4949 -0.4531 -2.2890
H 1.0090 1.1966 -1.8040
H -1.0538 0.7171 -2.4920
H -0.5832 1.5720 0.1093
H 1.1428 1.4872 0.6543
H 0.2332 -0.3040 2.1271
H -0.0055 1.1927 2.5498
H -2.6232 -0.5394 0.2826
H -2.6845 -0.4905 1.8146
O -3.1546 -0.8349 1.0397

=====

--- ii ---
19
Properties=species:S:1:pos:R:3 method="wB97M-V/def2-TZVPD" e_homo_ev="-7.663 / -7.599" charge=0 spin_multiplicity=1 homo_lumo_gap_ev="8.16 / 7.98" mol_weight_g_mol=108.14
C -0.7007 0.9976 -0.5748
C 1.6705 -0.0726 -0.2769
C 1.7484 -0.2765 1.1957
O -0.3446 2.0392 0.2790
O -0.4764 1.2368 -1.9314
H 0.6105 2.1579 0.2270
H 0.4142 0.9579 -2.1667
H -1.7931 0.9336 -0.4829
H 2.2672 0.7263 -0.7099
H 1.5619 -0.9385 -0.9166
H 0.8886 0.1868 1.7112
H 1.7042 -1.3371 1.4569
H 2.6464 0.1685 1.6326
N -2.3425 -1.5338 -0.1001
N -1.0518 -1.3437 0.2990
H -3.0792 -1.0132 0.3717
H -2.4376 -1.5163 -1.1066
H -1.0701 -1.2226 1.3119
H -0.2159 -0.1503 -0.2191

=====

Question: which arrangement is favored energetically? Ranking from most to least stable: i, ii.

=====

--- i ---
19
Properties=species:S:1:pos:R:3 method="wB97M-V/def2-TZVPD" e_homo_ev=-8.881 charge=0 spin_multiplicity=1 homo_lumo_gap_ev=9.77 mol_weight_g_mol=108.14
C 0.0203 0.8051 1.1276
C 1.3875 1.2577 0.6663
O 2.0525 0.4136 -0.2593
N -1.1029 1.0600 0.1948
C -1.5488 -0.0164 -0.6869
N -0.4867 -0.5088 -1.5469
H 0.0130 -0.2355 1.4407
H -0.2039 1.4163 2.0047
H 2.0085 1.3866 1.5530
H 1.3080 2.2266 0.1737
H 2.3575 -0.3806 0.1980
H -1.8852 1.3322 0.7590
H -1.9679 -0.8489 -0.0948
H -2.3470 0.4116 -1.2776
H -0.8727 -0.9539 -2.3709
H 0.1366 0.2350 -1.8232
H 0.3061 -1.8710 -0.4598
H 0.1843 -3.2848 0.1410
O 0.6407 -2.4446 0.2608

=====

--- ii ---
19
Properties=species:S:1:pos:R:3 method="wB97M-V/def2-TZVPD" e_homo_ev=-8.815 charge=0 spin_multiplicity=1 homo_lumo_gap_ev=9.61 mol_weight_g_mol=108.14
C -2.0499 -0.0747 -1.1985
C -0.5137 -0.0550 -1.6528
N 0.4206 -0.4487 -0.5891
C 1.6652 -0.0478 -0.1565
N 1.9379 0.3663 1.0117
H -2.7428 -0.0630 -2.1107
H -2.1084 -1.0388 -0.6621
H -2.2692 0.7235 -0.4821
H -0.3886 0.8937 -2.1579
H -0.3035 -0.7704 -2.5193
H -0.0728 -1.0546 0.0566
H 2.4626 -0.0628 -0.9979
H 2.9391 0.1283 1.1009
H 0.3188 -1.8007 2.6100
H -0.1846 -3.1591 2.1275
O 0.0098 -2.2943 1.8192
H -0.3881 3.3316 0.4088
H -0.3574 1.9070 0.4595
O -1.0129 2.6201 0.3377

=====

Question: which arrangement is favored energetically? Ranking from most to least stable: i, ii.

=====

--- i ---
19
Properties=species:S:1:pos:R:3 method="wB97M-V/def2-TZVPD" e_homo_ev=-6.547 charge=0 spin_multiplicity=1 homo_lumo_gap_ev=7.08 mol_weight_g_mol=108.14
C -2.5344 0.1796 -0.0329
C -1.6026 -1.0648 0.1298
C -0.6050 -1.0423 1.1196
N 0.1965 -2.1149 1.2836
N -1.5864 -1.8459 -0.9826
H -3.2501 -0.0087 -0.8341
H -3.0323 0.4021 0.9190
H -1.9094 1.0448 -0.1996
H -0.5204 -0.1003 1.6342
H 1.1066 -2.2442 1.7843
H -0.2417 -3.0860 1.1523
H -2.3765 -1.7869 -1.5494
H -0.7118 -2.2112 -1.3189
H 3.1460 4.0239 1.7500
H 2.1047 2.8582 1.2271
O 2.5946 3.6542 1.0002
H 1.5531 0.7899 -1.7877
H 2.9586 0.5378 -2.4235
O 2.3246 1.2297 -2.2202

=====

--- ii ---
19
Properties=species:S:1:pos:R:3 method="wB97M-V/def2-TZVPD" e_homo_ev=-7.898 charge=0 spin_multiplicity=1 homo_lumo_gap_ev=8.51 mol_weight_g_mol=108.14
C -0.6816 -1.9906 0.8678
C 0.1037 -1.7555 -0.4579
C -0.1142 -0.8907 -1.4486
N 0.9808 -0.1624 -2.2395
N 1.2348 -2.5528 -0.4798
H -0.9803 -1.0350 1.3408
H -1.4649 -2.6800 0.5674
H -0.0103 -2.3066 1.6521
H -1.1061 -0.5863 -1.7353
H 1.5712 -0.8004 -2.7398
H 0.4400 0.1801 -3.0001
H 1.9486 -2.2269 0.1713
H 1.5463 -2.6879 -1.4712
H 2.5917 3.0828 1.3620
H 3.6142 3.3397 0.2316
O 3.4966 3.0036 1.1092
H -5.2668 3.3831 1.5676
H -4.0249 2.6108 1.6582
O -4.7735 2.8156 2.0986

=====

Question: which arrangement is favored energetically? Ranking from most to least stable: i, ii.